Entry from the Open Molecules 2025 dataset: a cluster of 9 separate species, C26H72N2O14 in total in a non-equilibrium geometry (wB97M-V/def2-TZVPD).

Last columns: bonded neighbours and bond lengths (Å).
Atoms and positions in Å:
1 C 3.8182 2.0840 2.8111  O2 1.399, H10 1.021, H11 1.114, H12 1.083
2 O 3.0146 2.2948 1.6858  C1 1.399, C3 1.399
3 C 3.5490 1.7042 0.5352  O2 1.399, C4 1.524, H13 1.096, H14 1.058
4 C 3.1310 0.2390 0.5773  C3 1.524, N5 1.472, H15 1.064, H16 1.088
5 N 3.9735 -0.5134 -0.3661  C4 1.472, C6 1.419, H17 1.006
6 C 3.5250 -1.8564 -0.4547  N5 1.419, C7 1.542, H18 1.041, H19 1.115
7 C 4.6464 -2.6573 -1.1477  C6 1.542, O8 1.248, H20 1.087, H21 1.125
8 O 4.5193 -3.8336 -1.5453  C7 1.248, C9 1.438
9 C 4.1758 -4.7242 -0.4695  O8 1.438, H22 1.094, H23 1.171, H24 1.072
10 H 3.6347 2.8357 3.4776  C1 1.021
11 H 4.9146 2.2469 2.6986  C1 1.114
12 H 3.7028 1.1762 3.3912  C1 1.083
13 H 4.6437 1.6853 0.4864  C3 1.096
14 H 3.2532 2.2271 -0.3361  C3 1.058
15 H 2.0969 0.1478 0.3436  C4 1.064
16 H 3.2495 -0.1678 1.5799  C4 1.088
17 H 3.8660 -0.1432 -1.2949  N5 1.006
18 H 2.6689 -1.8578 -1.0477  C6 1.041
19 H 3.2569 -2.2297 0.5613  C6 1.115
20 H 5.4675 -2.6286 -0.4366  C7 1.087
21 H 5.0919 -1.9221 -1.8738  C7 1.125
22 H 4.7921 -4.6619 0.4325  C9 1.094
23 H 4.2025 -5.8023 -0.9252  C9 1.171
24 H 3.1114 -4.6568 -0.3570  C9 1.072
25 C -0.1325 -6.8831 -4.6120  O26 1.450, H34 1.070, H35 1.125, H36 1.078
26 O 0.3699 -6.3309 -3.3691  C25 1.450, C27 1.390
27 C 0.0434 -4.9982 -3.1496  O26 1.390, C28 1.529, H37 1.106, H38 1.099
28 C 0.7128 -4.3987 -1.9123  C27 1.529, N29 1.476, H39 1.070, H40 1.092
29 N 0.2279 -3.0297 -1.6497  C28 1.476, C30 1.438, H41 1.104
30 C 0.3288 -2.7061 -0.2527  N29 1.438, C31 1.562, H42 1.099, H43 1.029
31 C -0.7601 -3.5306 0.5057  C30 1.562, O32 1.221, H44 1.103, H45 1.097
32 O -0.9846 -3.1128 1.6311  C31 1.221, C33 1.467
33 C -1.0143 -4.0784 2.7357  O32 1.467, H46 1.114, H47 1.105, H48 1.110
34 H -1.0967 -6.4284 -4.7040  C25 1.070
35 H -0.3071 -7.9946 -4.6360  C25 1.125
36 H 0.3496 -6.6081 -5.5356  C25 1.078
37 H -1.0600 -4.9696 -3.0722  C27 1.106
38 H 0.2121 -4.3680 -4.0335  C27 1.099
39 H 1.7569 -4.2087 -2.0469  C28 1.070
40 H 0.6449 -5.1153 -1.0915  C28 1.092
41 H -0.8543 -2.9037 -1.8258  N29 1.104
42 H 0.1598 -1.6246 -0.1602  C30 1.099
43 H 1.2709 -2.7815 0.1533  C30 1.029
44 H -0.5558 -4.6129 0.4513  C31 1.103
45 H -1.7601 -3.4027 0.0735  C31 1.097
46 H -1.5611 -5.0455 2.6589  C33 1.114
47 H -1.3391 -3.6092 3.6825  C33 1.105
48 H 0.0312 -4.3428 2.9998  C33 1.110
49 O -2.2365 0.5309 -3.2859  C50 1.388, H53 0.920
50 C -1.7571 -0.5719 -2.5921  O49 1.388, C51 1.450, H54 1.112, H55 1.081
51 C -2.7890 -1.5910 -2.6053  C50 1.450, O52 1.421, H56 1.085, H57 1.121
52 O -2.4355 -2.9657 -2.6677  C51 1.421, H58 0.978
53 H -2.3007 0.5098 -4.2031  O49 0.920
54 H -0.7816 -0.8496 -3.0483  C50 1.112
55 H -1.5489 -0.3860 -1.5481  C50 1.081
56 H -3.5283 -1.5362 -3.3980  C51 1.085
57 H -3.4500 -1.4251 -1.7153  C51 1.121
58 H -2.4304 -3.3055 -3.5849  O52 0.978
59 O -3.9666 3.3713 -0.6667  C60 1.379, H63 0.925
60 C -4.2742 2.8012 -1.8838  O59 1.379, C61 1.417, H64 1.093, H65 1.089
61 C -4.5836 1.4643 -1.5298  C60 1.417, O62 1.439, H66 1.096, H67 1.076
62 O -4.9547 0.8551 -2.7800  C61 1.439, H68 1.006
63 H -3.0580 3.5439 -0.6451  O59 0.925
64 H -5.1473 3.3253 -2.2819  C60 1.093
65 H -3.4269 2.9953 -2.5402  C60 1.089
66 H -5.4487 1.2994 -0.8781  C61 1.096
67 H -3.7822 0.8913 -1.0962  C61 1.076
68 H -4.1194 0.7153 -3.3233  O62 1.006
69 O 1.5769 3.1153 -2.8135  C70 1.377, H73 0.959
70 C 0.6518 2.7584 -1.8573  O69 1.377, C71 1.433, H74 1.048, H75 1.116
71 C -0.4199 3.6921 -2.0407  C70 1.433, O72 1.382, H76 1.111, H77 1.147
72 O -1.2822 3.8685 -0.9746  C71 1.382, H78 0.974
73 H 1.4007 2.7179 -3.6681  O69 0.959
74 H 0.3454 1.7597 -1.9453  C70 1.048
75 H 1.2760 2.8371 -0.9354  C70 1.116
76 H -0.8672 3.3876 -3.0108  C71 1.111
77 H -0.0295 4.7587 -2.2022  C71 1.147
78 H -0.8342 4.5445 -0.4360  O72 0.974
79 C 1.3678 5.4072 0.5222  C80 1.436, H82 1.081, H83 1.070, H84 1.075
80 C 0.1492 5.3767 1.2821  C79 1.436, O81 1.449, H85 1.068, H86 1.089
81 O -0.8325 6.0503 0.4568  C80 1.449, H87 0.996
82 H 1.4369 5.2513 -0.5450  C79 1.081
83 H 1.9254 4.5380 0.8004  C79 1.070
84 H 1.9957 6.2455 0.7634  C79 1.075
85 H 0.1906 5.8211 2.2526  C80 1.068
86 H -0.0865 4.3517 1.5664  C80 1.089
87 H -0.5854 7.0082 0.3376  O81 0.996
88 C 0.5399 0.2511 4.2442  C89 1.446, H91 1.075, H92 1.099, H93 1.136
89 C 0.6080 -1.1683 3.9776  C88 1.446, O90 1.445, H94 1.096, H95 1.126
90 O 0.9800 -1.1809 2.5809  C89 1.445, H96 0.995
91 H 0.0263 0.3143 5.1862  C88 1.075
92 H -0.1936 0.7441 3.5903  C88 1.099
93 H 1.5257 0.8071 4.3448  C88 1.136
94 H -0.3876 -1.6107 3.8605  C89 1.096
95 H 1.1982 -1.7927 4.7056  C89 1.126
96 H 0.1805 -0.9661 2.0296  O90 0.995
97 C -3.1930 3.5498 3.3286  C98 1.455, H100 1.090, H101 1.087, H102 1.138
98 C -1.7840 3.5966 3.6876  C97 1.455, O99 1.419, H103 1.051, H104 1.115
99 O -1.7361 3.7973 5.0914  C98 1.419, H105 0.956
100 H -3.7219 2.6452 3.6288  C97 1.090
101 H -3.2141 3.5766 2.2419  C97 1.087
102 H -3.7206 4.4731 3.7330  C97 1.138
103 H -1.2903 4.4606 3.3511  C98 1.051
104 H -1.1597 2.6915 3.5044  C98 1.115
105 H -0.8840 3.4288 5.3205  O99 0.956
106 C -2.0465 0.0881 1.2120  C107 1.524, H109 1.135, H110 1.112, H111 1.056
107 C -1.2319 1.2949 0.7614  C106 1.524, O108 1.420, H112 1.079, H113 1.135
108 O 0.1018 1.1397 1.2232  C107 1.420, H114 1.017
109 H -3.1201 0.0400 0.8453  C106 1.135
110 H -2.0700 -0.1837 2.2897  C106 1.112
111 H -1.5094 -0.7296 0.8136  C106 1.056
112 H -1.5797 2.1887 1.2565  C107 1.079
113 H -1.2891 1.4764 -0.3575  C107 1.135
114 H 0.6237 2.0045 1.1030  O108 1.017

Results
Frontier orbital gap (eV): 8.443
Charge: 0
Spin multiplicity: 1
Structure (SMILES): COCCNCCOC.COCCNCCOC.OCCO.OCCO.OCCO.CCO.CCO.CCO.CCO

Löwdin population analysis, charges in e, atoms 1 to 8: -0.12, -0.18, -0.21, -0.19, -0.06, -0.23, -0.38, -0.13

***

Entry from the Open Molecules 2025 dataset: a cluster of 7 separate species, C26H73BNO29P6 in total in a non-equilibrium geometry (wB97M-V/def2-TZVPD).

Last columns: bonded neighbours and bond lengths (Å).
Atoms and positions in Å:
1 N 7.9307 -2.7157 -2.5281  C2 1.534, H16 1.050, H17 1.044
2 C 7.0306 -2.3070 -3.7013  N1 1.534, C3 1.639, H18 1.181, H19 1.170
3 C 7.0710 -3.4631 -4.8621  C2 1.639, O4 1.501, C5 1.638, H20 1.191
4 O 6.8575 -4.7666 -4.1491  C3 1.501, H21 1.019
5 C 5.8843 -3.3669 -5.9877  C3 1.638, B6 1.644, H22 1.170, H23 1.194
6 B 5.4645 -1.8422 -6.4364  C5 1.644, C7 1.677, C13 1.659, H24 1.199
7 C 4.3399 -1.1319 -5.4150  B6 1.677, C8 1.639, H25 1.170, H26 1.194
8 C 3.0385 -2.0972 -5.1661  C7 1.639, C9 1.653, H27 1.194, H28 1.194
9 C 1.8384 -1.4075 -4.2630  C8 1.653, C10 1.662, H29 1.176, H30 1.194
10 C 2.4114 -0.5605 -2.9522  C9 1.662, O11 1.340, O12 1.499
11 O 2.3319 0.7761 -3.0038  C10 1.340
12 O 2.9729 -1.2721 -1.7580  C10 1.499, H31 1.003
13 C 6.7510 -0.8447 -6.7586  B6 1.659, O14 1.500, H32 1.191, H33 1.191
14 O 6.7234 0.4148 -5.9435  C13 1.500, O15 1.327
15 O 7.9784 0.8377 -5.8624  O14 1.327, H34 1.020
16 H 8.6666 -3.3976 -2.8387  N1 1.050
17 H 7.2699 -3.1331 -1.8354  N1 1.044
18 H 5.9360 -2.2287 -3.2650  C2 1.181
19 H 7.4564 -1.2898 -4.0937  C2 1.170
20 H 8.1323 -3.5835 -5.3901  C3 1.191
21 H 6.0176 -4.6191 -3.5904  O4 1.019
22 H 5.0003 -4.0442 -5.6278  C5 1.170
23 H 6.3155 -3.8928 -6.9688  C5 1.194
24 H 4.8837 -1.9515 -7.4796  B6 1.199
25 H 4.8557 -0.7280 -4.4455  C7 1.170
26 H 3.9660 -0.1710 -6.0167  C7 1.194
27 H 2.5603 -2.4796 -6.1907  C8 1.194
28 H 3.3769 -3.0640 -4.5529  C8 1.194
29 H 1.0600 -0.7903 -4.8931  C9 1.176
30 H 1.2217 -2.3221 -3.8064  C9 1.194
31 H 3.8906 -1.5931 -2.0046  O12 1.003
32 H 7.8033 -1.3926 -6.6498  C13 1.191
33 H 6.6510 -0.4707 -7.8845  C13 1.191
34 H 8.2402 0.7281 -4.8832  O15 1.020
35 C -3.9660 2.4059 -3.2158  O36 1.416, H43 1.091, H44 1.094, H45 1.093
36 O -3.7260 1.2893 -2.3793  C35 1.416, P37 1.730
37 P -2.1229 1.2402 -1.7309  O36 1.730, O38 1.531, O39 1.651, O41 1.730
38 O -2.3527 -0.1994 -1.2623  P37 1.531
39 O -2.5675 2.2844 -0.5317  P37 1.651, C40 1.417
40 C -3.7048 1.9878 0.2605  O39 1.417, H46 1.093, H47 1.093, H48 1.091
41 O -0.5198 1.1910 -1.0824  P37 1.730, C42 1.416
42 C 0.2460 2.3546 -1.3369  O41 1.416, H49 1.095, H50 1.092, H51 1.092
43 H -5.0261 2.4294 -3.4745  C35 1.091
44 H -3.7071 3.3348 -2.6998  C35 1.094
45 H -3.3732 2.3136 -4.1290  C35 1.093
46 H -3.9625 0.9256 0.2470  C40 1.093
47 H -4.5527 2.5705 -0.1080  C40 1.093
48 H -3.5010 2.2852 1.2907  C40 1.091
49 H -0.1833 3.2159 -0.8135  C42 1.095
50 H 0.2784 2.5501 -2.4110  C42 1.092
51 H 1.2615 2.1916 -0.9693  C42 1.092
52 C 3.6322 0.9573 0.8593  O53 1.416, H60 1.091, H61 1.094, H62 1.093
53 O 3.0258 2.0689 1.4921  C52 1.416, P54 1.730
54 P 2.0627 1.6452 2.8653  O53 1.730, O55 1.531, O56 1.651, O58 1.730
55 O 1.4700 3.0569 2.8898  P54 1.531
56 O 3.4156 1.6023 3.8109  P54 1.651, C57 1.417
57 C 4.2883 2.7189 3.8247  O56 1.417, H63 1.093, H64 1.093, H65 1.091
58 O 1.0995 1.2215 4.2385  P54 1.730, C59 1.416
59 C 1.2062 -0.1362 4.6265  O58 1.416, H66 1.095, H67 1.092, H68 1.092
60 H 4.3175 1.3210 0.0916  C52 1.091
61 H 4.1960 0.3633 1.5841  C52 1.094
62 H 2.8631 0.3370 0.3926  C52 1.093
63 H 3.7995 3.6401 3.4968  C57 1.093
64 H 5.1395 2.5091 3.1722  C57 1.093
65 H 4.6579 2.8619 4.8417  C57 1.091
66 H 2.2185 -0.3522 4.9851  C59 1.095
67 H 0.9647 -0.7841 3.7809  C59 1.092
68 H 0.4995 -0.3241 5.4378  C59 1.092
69 C -7.4842 2.5787 4.6446  O70 1.416, H77 1.091, H78 1.094, H79 1.093
70 O -6.6919 2.8705 3.5084  C69 1.416, P71 1.730
71 P -7.3969 4.0476 2.4547  O70 1.730, O72 1.531, O73 1.651, O75 1.730
72 O -6.3627 3.7083 1.3776  P71 1.531
73 O -6.8151 5.2624 3.4097  P71 1.651, C74 1.417
74 C -5.4374 5.2849 3.7418  O73 1.417, H80 1.093, H81 1.093, H82 1.091
75 O -8.1019 5.2248 1.4010  P71 1.730, C76 1.416
76 C -9.2655 5.8445 1.9178  O75 1.416, H83 1.095, H84 1.092, H85 1.092
77 H -6.9138 1.9322 5.3138  C69 1.091
78 H -7.7446 3.4976 5.1773  C69 1.094
79 H -8.3953 2.0622 4.3329  C69 1.093
80 H -4.8256 4.7103 3.0415  C74 1.093
81 H -5.3110 4.8800 4.7490  C74 1.093
82 H -5.0934 6.3207 3.7386  C74 1.091
83 H -9.0176 6.4482 2.7976  C76 1.095
84 H -10.0038 5.0847 2.1838  C76 1.092
85 H -9.6828 6.4992 1.1497  C76 1.092
86 C 0.6194 -3.7480 1.8103  O87 1.416, H94 1.091, H95 1.094, H96 1.093
87 O 0.7845 -3.9460 3.2022  C86 1.416, P88 1.730
88 P 0.5284 -5.5813 3.7055  O87 1.730, O89 1.531, O90 1.651, O92 1.730
89 O 0.5060 -5.1312 5.1690  P88 1.531
90 O 2.0753 -5.9647 3.2737  P88 1.651, C91 1.417
91 C 3.1488 -5.1868 3.7748  O90 1.417, H97 1.093, H98 1.093, H99 1.091
92 O 0.2724 -7.2165 4.2088  P88 1.730, C93 1.416
93 C 0.1151 -8.1349 3.1425  O92 1.416, H100 1.095, H101 1.092, H102 1.092
94 H 0.9226 -2.7293 1.5621  C86 1.091
95 H 1.2407 -4.4494 1.2463  C86 1.094
96 H -0.4308 -3.8878 1.5425  C86 1.093
97 H 2.8846 -4.6396 4.6836  C91 1.093
98 H 3.4606 -4.4781 3.0036  C91 1.093
99 H 3.9875 -5.8492 3.9967  C91 1.091
100 H 1.0454 -8.2176 2.5699  C93 1.095
101 H -0.6967 -7.8090 2.4885  C93 1.092
102 H -0.1286 -9.1148 3.5587  C93 1.092
103 C -11.9050 11.5042 1.1032  O104 1.416, H111 1.091, H112 1.094, H113 1.093
104 O -11.9447 10.1213 1.4031  C103 1.416, P105 1.730
105 P -11.5912 9.7598 3.0575  O104 1.730, O106 1.531, O107 1.651, O109 1.730
106 O -11.4602 8.2745 2.7088  P105 1.531
107 O -13.1550 10.0896 3.4720  P105 1.651, C108 1.417
108 C -14.2082 9.4473 2.7741  O107 1.417, H114 1.093, H115 1.093, H116 1.091
109 O -11.2376 9.3983 4.7120  P105 1.730, C110 1.416
110 C -11.1400 10.5373 5.5477  O109 1.416, H117 1.095, H118 1.092, H119 1.092
111 H -12.2628 11.6526 0.0827  C103 1.091
112 H -12.5475 12.0643 1.7883  C103 1.094
113 H -10.8771 11.8666 1.1819  C103 1.093
114 H -13.8868 8.5263 2.2807  C108 1.093
115 H -14.6082 10.1373 2.0269  C108 1.093
116 H -15.0019 9.2056 3.4833  C108 1.091
117 H -12.1120 11.0360 5.6279  C110 1.095
118 H -10.3981 11.2306 5.1452  C110 1.092
119 H -10.8286 10.2141 6.5434  C110 1.092
120 C 5.4153 -8.8132 -3.0771  O121 1.416, H128 1.091, H129 1.094, H130 1.093
121 O 6.0838 -7.7396 -2.4411  C120 1.416, P122 1.730
122 P 6.9209 -8.2005 -0.9989  O121 1.730, O123 1.531, O124 1.651, O126 1.730
123 O 7.1155 -6.7256 -0.6361  P122 1.531
124 O 8.2045 -8.7172 -1.8998  P122 1.651, C125 1.417
125 C 8.7816 -7.8407 -2.8524  O124 1.417, H131 1.093, H132 1.093, H133 1.091
126 O 7.7580 -8.6613 0.4432  P122 1.730, C127 1.416
127 C 7.7986 -10.0585 0.6703  O126 1.416, H134 1.095, H135 1.092, H136 1.092
128 H 5.0267 -8.4660 -4.0361  C120 1.091
129 H 6.1046 -9.6436 -3.2544  C120 1.094
130 H 4.5852 -9.1500 -2.4514  C120 1.093
131 H 8.5621 -6.7899 -2.6456  C125 1.093
132 H 8.4041 -8.1006 -3.8445  C125 1.093
133 H 9.8641 -7.9799 -2.8457  C125 1.091
134 H 8.3936 -10.5539 -0.1046  C127 1.095
135 H 6.7841 -10.4632 0.6763  C127 1.092
136 H 8.2651 -10.2411 1.6408  C127 1.092

Results
Frontier orbital gap (eV): 2.825
Charge: -1
Spin multiplicity: 1

Löwdin population analysis, charges in e, atoms 1 to 8: -0.05, -0.19, -0.32, -0.17, -0.14, -0.65, -0.19, -0.21

***

What is the charge in the first record? 0

***

Look up the frontier orbital gap of the first one. 8.443 eV

***

Which of these has the highest frontier orbital gap? C26H72N2O14

***

Among the records above, which one has the highest charge? C26H72N2O14